Formula: C39H56AuBrN3O3P2S2
Source: the Open Molecules 2025 dataset
Level of theory: ωB97M-V/def2-TZVPD

```
107
Properties=species:S:1:pos:R:3:forces:R:3
Au -0.259900 0.596100 0.058000 -0.02 0.41 -0.54
Br 3.962900 2.034600 -7.778100 0.02 -0.07 0.05
C 3.826300 0.378400 -6.868700 -0.06 -0.05 0.06
C 2.612500 0.028700 -6.281600 0.20 0.26 -0.25
C 2.502800 -1.166400 -5.611700 0.43 -0.34 0.06
C 3.605500 -2.043600 -5.544800 -0.27 1.97 0.32
C 4.812800 -1.682300 -6.164600 -0.38 -0.10 0.41
C 4.929100 -0.469300 -6.801700 -0.23 0.43 -0.20
N 3.532100 -3.271400 -4.969600 0.95 -1.23 -1.36
N 2.665800 -3.729800 -4.229400 0.45 -2.77 -0.01
C 1.943600 -3.284600 -3.227200 -1.24 1.83 1.62
C 0.739100 -3.972900 -2.910300 1.20 0.32 -0.76
C -0.211900 -3.408200 -2.125000 -0.29 0.89 0.93
C -0.015600 -2.126200 -1.499400 0.70 -1.27 -1.27
O -0.940900 -1.492700 -0.974500 -0.81 0.90 0.88
C 1.359900 -1.599500 -1.536300 -0.69 -0.49 -0.19
N 1.655900 -0.574300 -0.735600 -0.55 0.83 0.45
C 2.851200 -0.025500 -0.782100 0.05 0.37 0.39
C 3.857800 -0.488500 -1.621000 0.01 -0.42 -0.36
C 3.595000 -1.570900 -2.429500 0.20 0.33 0.17
C 2.318700 -2.144700 -2.412300 -0.41 -0.76 -0.48
H 1.764000 0.694800 -6.346500 0.00 0.06 -0.05
H 1.568100 -1.442200 -5.146300 -0.09 -0.05 0.02
H 5.653300 -2.352300 -6.099400 0.09 -0.19 -0.05
H 5.861000 -0.177400 -7.262300 0.04 0.01 -0.03
H 0.558800 -4.908400 -3.419900 0.01 -0.05 -0.09
H -1.170100 -3.889200 -1.990000 -0.08 0.07 0.03
H 3.027700 0.813300 -0.127400 0.04 0.13 0.10
H 4.822100 -0.008300 -1.630500 0.09 0.07 0.07
H 4.370000 -1.987200 -3.057900 -0.02 0.05 -0.03
C -2.156700 1.351200 6.190800 -0.18 0.04 -0.06
C -3.054300 0.602900 5.211400 0.10 -0.08 0.13
C -2.221800 -0.100700 4.121800 0.00 -0.08 0.11
C -0.879500 0.616000 3.917200 -0.18 0.16 -0.74
C -1.151100 2.117700 3.993600 0.30 0.11 0.05
C -1.417100 2.480000 5.461900 -0.05 -0.03 -0.01
P 0.024700 0.066600 2.382100 0.87 -0.90 0.50
C 1.810100 0.563400 2.611000 -0.33 0.06 -0.48
C 2.477500 0.304000 3.977600 -0.22 -0.01 0.28
C 2.822800 1.598100 4.705400 0.20 -0.09 -0.05
C 3.806900 2.439800 3.888800 -0.07 0.00 0.06
C 3.476000 2.415600 2.387700 -0.09 0.09 -0.03
C 2.021600 2.015400 2.161800 0.28 -0.03 -0.23
C 0.078900 -1.791800 2.395600 -0.22 0.44 -0.30
C -1.242800 -2.391800 1.912800 -0.17 -0.01 -0.27
C -1.035500 -3.862300 1.536700 0.05 0.03 -0.06
C -0.065000 -4.561900 2.498800 -0.12 -0.03 0.14
C -0.051900 -3.857400 3.850000 0.18 -0.16 -0.15
C 0.532100 -2.447600 3.710200 0.00 -0.01 0.14
H -1.445600 0.656300 6.642600 0.00 -0.03 0.06
H -2.761100 1.759800 6.999800 0.08 -0.02 0.08
H -3.738900 1.319200 4.756900 -0.11 -0.02 -0.02
H -3.654700 -0.138300 5.741700 -0.06 0.07 -0.10
H -2.777600 -0.093000 3.180300 0.00 -0.15 0.00
H -2.051200 -1.137700 4.414500 -0.01 0.00 -0.09
H -0.189800 0.356500 4.732200 0.06 -0.07 -0.25
H -2.014500 2.348500 3.367300 -0.02 0.03 -0.04
H -0.319400 2.709100 3.615900 -0.05 0.06 -0.02
H -2.007500 3.393800 5.499700 0.01 0.10 0.02
H -0.470800 2.679300 5.967500 0.03 0.09 -0.01
H 2.301900 -0.084400 1.870800 -0.11 0.10 0.06
H 3.403100 -0.252100 3.812300 -0.05 -0.09 -0.01
H 1.846900 -0.310200 4.618400 0.09 -0.11 0.00
H 3.269200 1.356000 5.671400 -0.11 0.05 0.03
H 1.911800 2.163900 4.902900 -0.10 0.06 0.07
H 4.817200 2.057700 4.039000 0.03 0.07 0.06
H 3.784800 3.464500 4.258600 0.10 0.03 0.02
H 4.124600 1.698900 1.876100 0.02 0.02 -0.07
H 3.659800 3.397600 1.947500 0.07 -0.09 -0.05
H 1.746100 2.117600 1.106700 -0.01 0.09 0.03
H 1.383300 2.697100 2.718900 -0.09 0.06 -0.03
H 0.824900 -2.000700 1.612800 -0.07 0.05 0.06
H -1.608800 -1.837000 1.046500 -0.07 -0.16 0.11
H -2.002600 -2.324200 2.686800 0.01 0.05 0.12
H -0.646200 -3.931500 0.519500 -0.08 0.02 -0.02
H -2.004300 -4.362800 1.548500 -0.01 -0.02 -0.05
H 0.947400 -4.551400 2.088500 0.05 -0.07 -0.02
H -0.353900 -5.604700 2.628700 0.10 -0.03 -0.07
H 0.545000 -4.426600 4.563600 -0.05 0.06 0.08
H -1.069400 -3.811900 4.239600 -0.05 0.01 0.09
H 1.621900 -2.507200 3.720300 0.00 0.05 0.09
H 0.220200 -1.860000 4.573800 0.07 0.08 0.08
C -1.170600 5.931900 -3.005500 0.07 -0.18 0.24
C -0.169800 5.308700 -2.044400 0.41 0.59 -0.42
C 1.059600 4.781100 -2.764100 -0.16 0.01 0.31
O -0.773100 4.272900 -1.237800 -0.31 -0.62 0.32
P -1.339900 2.864700 -1.635800 0.22 0.76 -0.68
S -2.187000 2.211300 0.078300 1.14 -1.03 0.17
S 0.081600 1.557200 -2.254700 -0.82 -0.18 1.15
O -2.357600 3.234800 -2.782900 0.70 0.24 0.91
C -3.150400 2.390400 -3.635000 -0.59 -0.57 -0.68
C -2.296300 1.808600 -4.755400 -0.08 0.14 0.27
C -3.872100 1.337500 -2.814100 0.17 0.27 -0.06
H -0.845300 6.933900 -3.265500 0.08 0.11 -0.06
H -2.145200 5.993900 -2.533900 -0.16 0.10 0.01
H -1.255400 5.342200 -3.914600 -0.06 -0.01 -0.08
H 0.118600 6.047300 -1.283900 -0.05 -0.21 -0.22
H 0.772300 4.010800 -3.480300 0.07 0.06 -0.11
H 1.768100 4.352300 -2.056800 0.06 -0.01 -0.03
H 1.538700 5.595600 -3.298700 0.06 0.08 -0.08
H -3.875200 3.097400 -4.056100 0.14 -0.15 0.08
H -1.674700 0.997400 -4.379300 -0.01 -0.03 -0.08
H -1.655900 2.582700 -5.176000 0.01 0.01 -0.08
H -2.939500 1.424800 -5.544100 -0.05 -0.03 -0.02
H -3.156200 0.623300 -2.408400 -0.01 -0.16 0.01
H -4.597200 0.808100 -3.424900 -0.02 -0.06 -0.10
H -4.390700 1.818300 -1.989100 -0.16 -0.06 0.08
```
Positions in Å, forces in eV/Å.

The net charge is +1. For the HOMO-LUMO gap (spin up / spin down), the calculation gives 2.796 / 2.970 eV. Its spin multiplicity is 1.

Results of the Löwdin charge analysis, in e, for atoms 1 through 6: 0.635 0.736 -0.690 -0.131 -0.016 -0.298